(1)
The following is a quantum chemistry calculation of C11H27N4SbSe4V as an isolated structure, from OMol25.

Geometry (Å):
V: -0.1366 -0.0859 -0.0852
C: -2.7233 -0.3955 1.6484
C: -2.3620 -1.8131 1.1452
N: -1.2860 -1.9180 0.1492
C: -0.2243 -2.9005 0.3587
C: 0.8960 -2.7520 -0.6915
N: 1.3778 -1.3761 -0.8738
C: 2.7649 -1.0301 -0.5044
C: 2.9707 0.3224 0.2148
C: 2.4158 1.5982 -0.4381
N: 0.9488 1.7372 -0.3606
C: 0.4437 2.5948 0.7215
C: -1.0912 2.4242 0.9840
N: -1.6870 1.3535 0.1741
C: -2.9344 0.7353 0.6287
H: -1.9665 -0.0667 2.3591
H: -3.6571 -0.5170 2.2117
H: -3.2689 -2.2769 0.7377
H: -2.0772 -2.4005 2.0236
H: -1.6747 -2.0297 -0.7836
H: -0.5960 -3.9379 0.3048
H: 0.1782 -2.7355 1.3581
H: 0.5191 -3.1018 -1.6557
H: 1.7143 -3.4203 -0.3972
H: 1.2722 -1.1132 -1.8644
H: 3.3655 -1.0269 -1.4198
H: 3.1570 -1.8124 0.1546
H: 4.0597 0.4490 0.2785
H: 2.6005 0.2574 1.2353
H: 2.6753 1.6158 -1.4986
H: 2.8974 2.4629 0.0392
H: 0.6246 2.1580 -1.2457
H: 0.6599 3.6487 0.5038
H: 0.9810 2.3199 1.6285
H: -1.6027 3.3749 0.7919
H: -1.2361 2.1671 2.0364
H: -1.8028 1.6835 -0.7893
H: -3.4207 0.3550 -0.2733
H: -3.6052 1.4849 1.0743
C: 0.5153 -0.3918 2.1149
H: 0.8347 0.5083 2.6701
H: 1.3855 -1.0713 2.1729
H: -0.2288 -0.8726 2.7763
Se: -0.6472 3.3661 -2.8306
Sb: -0.3162 1.2062 -4.0282
Se: -1.5041 -0.4465 -2.5730
Se: 2.0315 0.4357 -3.9053
Se: -1.2401 1.2331 -6.2783

The value obtained for the frontier orbital gap (alpha / beta) is 5.0 / 5.1 eV. Its total charge is -2. Its spin multiplicity is 4. The expectation value of S² is 3.76. As for the calculated total energy: -311419.727 eV. As for the maximum force: 0.5 eV/Å.



(2)
The following is a quantum chemistry calculation of one molecule with the formula C6H10OS in a non-equilibrium geometry, from OMol25.

Geometry (Å):
C: -1.2578 -0.0461 0.7461
C: -1.4643 0.5940 -0.3685
C: -0.0049 0.3032 1.4673
C: -0.2866 1.1717 -0.9939
C: 0.9206 -0.9052 1.5790
C: 0.5431 0.1900 -1.8852
O: 0.2614 2.8731 0.9141
S: 0.8610 1.5670 0.3929
H: -2.0324 -0.5651 1.4654
H: -2.3754 0.5754 -0.9480
H: -0.0451 0.6701 2.5151
H: -0.3255 2.1739 -1.5690
H: 0.8641 -1.4360 0.6771
H: 0.5246 -1.5136 2.4267
H: 2.0013 -0.8196 2.0516
H: 0.5588 -0.6787 -1.1972
H: 1.6123 0.6053 -1.9825
H: 0.0205 0.0031 -2.7663

The value obtained for the frontier orbital gap is 9.7 eV. Its spin multiplicity is 1. As for the calculated total energy: -19264.230 eV. As for the maximum force: 4.8 eV/Å.



(3)
The following is a quantum chemistry calculation of a 2-piece molecular cluster, C4H12NO2 overall in a non-equilibrium geometry, from OMol25.

Geometry (Å):
C: 0.3639 -0.0479 -0.6580
N: 0.1322 0.1585 0.8010
C: 0.8478 1.3853 1.2695
O: 0.3058 2.5866 0.8968
C: 0.7992 -1.4782 -0.9395
C: -0.2572 -2.5018 -0.5662
H: -0.5706 0.1754 -1.1867
H: 1.0866 0.6747 -1.0419
H: -0.8453 0.4321 0.8528
H: 0.9651 1.2934 2.3691
H: 1.8799 1.3135 0.8607
H: 1.7678 -1.6889 -0.4715
H: 1.0402 -1.5457 -2.0113
H: -0.4562 -2.5009 0.5055
H: -1.2082 -2.2028 -1.0192
H: 0.0248 -3.4997 -0.9062
H: -2.6247 2.9044 0.6527
H: -1.1254 2.2966 0.4203
O: -2.1256 2.2455 0.1720

The value obtained for the frontier orbital gap is 7.1 eV. Its total charge is -1. Its spin multiplicity is 1. As for the calculated total energy: -9927.973 eV. As for the maximum force: 1.1 eV/Å.



(4)
The following is a quantum chemistry calculation of a 2-piece molecular cluster, C31H35O5 overall in a non-equilibrium geometry, from OMol25.

Geometry (Å):
C: 3.5371 2.4976 1.0487
C: 2.2381 2.4979 0.3027
O: 1.3595 1.5294 0.9567
C: 0.1731 1.3609 0.3215
C: -0.8384 0.5667 1.0728
C: -1.9216 1.4622 1.5227
O: -2.2514 1.5238 2.7224
C: -2.5658 2.4440 0.5449
C: -4.0169 2.9809 0.7649
C: -5.0332 2.1345 1.5417
C: -5.3824 0.8004 0.8773
C: -5.6423 -0.3890 1.8201
C: -5.0453 -1.7127 1.3285
C: -3.5004 -1.7111 1.2499
C: -2.8293 -1.4994 2.5988
C: -1.2973 -1.6132 2.5545
C: -0.3794 -0.5217 1.9744
O: -0.0217 1.8228 -0.8024
H: 4.2898 3.0398 0.4769
H: 3.4264 3.0047 2.0094
H: 3.8744 1.4727 1.2234
H: 1.7583 3.4902 0.3507
H: 2.3469 2.1920 -0.7453
H: -1.9306 3.3355 0.6073
H: -2.4664 2.0807 -0.4868
H: -3.9085 3.9601 1.2558
H: -4.4196 3.2026 -0.2384
H: -4.6886 2.0096 2.5757
H: -5.9713 2.7011 1.6107
H: -6.3075 0.9376 0.2915
H: -4.6123 0.5480 0.1399
H: -5.2659 -0.1732 2.8258
H: -6.7286 -0.5206 1.9209
H: -5.3335 -2.5060 2.0286
H: -5.4540 -1.9700 0.3426
H: -3.1635 -2.6801 0.8455
H: -3.1502 -0.9469 0.5366
H: -3.1465 -0.5519 3.0595
H: -3.1970 -2.2814 3.2891
H: -0.9575 -1.7533 3.5858
H: -1.0626 -2.5488 2.0331
H: 0.4412 -1.0484 1.4561
H: 0.1169 -0.0013 2.8156
C: 7.1291 -1.5695 -0.4818
C: 6.1966 -1.0307 -1.3658
C: 4.8425 -1.1607 -1.0662
C: 4.4134 -1.6247 0.1776
C: 5.3333 -2.1725 1.0665
C: 6.6874 -2.2043 0.6997
C: 2.9943 -1.2462 0.3931
O: 2.5083 -1.1019 1.5149
C: 2.4523 -0.8692 -0.9480
C: 1.1749 -0.7428 -1.4066
C: 0.9848 -0.7296 -2.8699
C: 1.5511 -1.7416 -3.7035
C: 1.4620 -1.6807 -5.0910
C: 0.8794 -0.5594 -5.7135
C: 0.3655 0.4720 -4.9162
C: 0.3797 0.3704 -3.5243
C: 3.6804 -0.5825 -1.7868
O: 3.7974 0.0735 -2.8149
H: 8.1990 -1.4842 -0.6836
H: 6.4941 -0.4903 -2.2716
H: 4.9675 -2.5723 1.9975
H: 7.3987 -2.6812 1.3727
H: 0.3048 -0.8106 -0.7504
H: 2.1153 -2.5614 -3.2470
H: 1.8447 -2.4994 -5.7011
H: 0.8385 -0.4942 -6.8001
H: -0.0735 1.3463 -5.3859
H: 0.0060 1.1807 -2.9040

The value obtained for the frontier orbital gap is 4.5 eV. Its total charge is -1. Its spin multiplicity is 1. As for the calculated total energy: -42952.078 eV. As for the maximum force: 2.6 eV/Å.



(5)
The following is a quantum chemistry calculation of a 2-piece molecular cluster, C17H32F8N4O5P overall in a non-equilibrium geometry, from OMol25.

Geometry (Å):
C: -5.0461 -4.7399 -0.7356
O: -4.8197 -3.5627 -1.4995
C: -4.1053 -2.5242 -0.8618
C: -2.9307 -2.0856 -1.7505
C: -2.9541 -0.5955 -2.1193
C: -2.0763 0.3045 -1.2613
N: -0.7764 -0.3036 -0.8932
C: 0.0122 0.6616 0.0076
C: 0.4782 0.0038 1.2842
C: 1.7950 -0.8019 1.2280
C: 1.6048 -2.1722 1.8373
O: 0.7425 -2.9620 0.9663
C: 1.1468 -4.2767 0.8363
C: 1.3003 -4.7188 -0.5892
O: 1.3429 -4.9965 1.7956
C: 0.0272 -0.5350 -1.9805
N: 0.9067 -1.4881 -1.8028
N: -0.0639 0.1948 -3.1628
P: -0.0444 -0.6548 -4.7559
N: -0.5090 -2.2395 -4.2892
O: -1.4472 -0.1715 -5.3717
H: -6.0968 -4.9967 -0.8115
H: -4.8239 -4.6047 0.3159
H: -4.4856 -5.5608 -1.1713
H: -4.7938 -1.6958 -0.7148
H: -3.7043 -2.8424 0.0958
H: -2.0093 -2.3673 -1.2526
H: -2.9688 -2.6518 -2.6703
H: -3.9683 -0.2425 -1.9775
H: -2.7438 -0.4257 -3.1662
H: -1.9651 1.2828 -1.7139
H: -2.5965 0.4750 -0.3248
H: 0.8334 1.1104 -0.5421
H: -0.6728 1.4591 0.2510
H: -0.3130 -0.6117 1.6894
H: 0.6328 0.8078 1.9965
H: 2.2175 -0.8871 0.2357
H: 2.5423 -0.3154 1.8434
H: 1.0948 -2.0576 2.7863
H: 2.5372 -2.6947 2.0099
H: 1.6079 -5.7516 -0.5869
H: 0.3705 -4.6142 -1.1381
H: 2.0598 -4.1013 -1.0588
H: 1.8073 -1.4962 -2.2579
H: 0.7461 -2.2016 -1.1022
H: 0.7257 0.8365 -3.1917
H: 0.3023 -2.7305 -3.9323
H: -0.7268 -2.7177 -5.1608
H: -2.1784 -0.7024 -5.0168
C: 1.3854 5.0658 3.7616
C: 1.5537 3.5560 3.4698
C: 2.8979 2.8736 3.7609
F: 3.8946 3.3511 3.0075
F: 2.7699 1.5530 3.4613
F: 1.1757 3.2894 2.1949
F: 0.6656 2.9185 4.2819
O: 1.4451 6.0046 2.6873
C: 2.6004 6.6269 2.2524
C: 2.8927 6.3139 0.7786
F: 3.0677 4.9900 0.5856
F: 4.0250 6.9452 0.4105
F: 3.6521 6.3689 3.0443
F: 2.3801 7.9526 2.3168
H: 0.3522 5.1474 4.0954
H: 1.9961 5.3809 4.6067
H: 3.1656 2.9678 4.8159
H: 2.0663 6.6561 0.1531

The value obtained for the frontier orbital gap is 8.1 eV. Its total charge is +1. Its spin multiplicity is 1. As for the calculated total energy: -65368.270 eV. As for the maximum force: 2.0 eV/Å.



(6)
The following is a quantum chemistry calculation of C34H38CdN8OSi as an isolated structure, from OMol25.

Geometry (Å):
Cd: -0.1215 0.1652 1.0817
C: 2.8461 -3.1371 -0.2330
C: 1.6863 -2.3867 0.3445
N: 1.6384 -1.1057 0.3355
N: 2.6737 -0.4064 -0.1967
C: 2.6477 0.8601 0.2276
O: 1.8516 1.3490 1.0733
C: 3.6716 1.7551 -0.3956
C: 4.6934 1.2512 -1.1957
C: 5.5918 2.1149 -1.8016
C: 5.4707 3.4868 -1.6204
C: 4.4565 3.9924 -0.8181
C: 3.5628 3.1283 -0.2027
C: 0.5492 -3.0851 1.0076
C: 0.5680 -4.4563 1.2509
C: -0.4734 -5.0343 1.9583
C: -1.5125 -4.2383 2.4066
C: -1.4616 -2.8860 2.1109
N: -0.4730 -2.3292 1.4251
H: 3.7445 -2.5326 -0.1355
H: 2.6844 -3.3063 -1.3009
H: 3.0069 -4.1003 0.2435
H: 4.7693 0.1822 -1.3354
H: 6.3852 1.7194 -2.4229
H: 6.1678 4.1606 -2.1023
H: 4.3621 5.0609 -0.6725
H: 2.7674 3.4983 0.4303
H: 1.3917 -5.0650 0.9125
H: -0.4635 -6.0967 2.1651
H: -2.3352 -4.6435 2.9779
H: -2.2463 -2.2167 2.4467
C: -0.5135 -2.1949 6.1142
C: 0.4883 -2.0198 5.1658
C: 0.3720 -1.0336 4.2035
C: -0.7545 -0.2064 4.1638
C: -1.7471 -0.3635 5.1346
C: -1.6210 -1.3554 6.0946
N: -0.8154 0.7367 3.1290
N: -1.7966 1.6053 3.2364
C: -1.9966 2.3963 2.1610
C: -2.7971 3.5482 2.3010
C: -2.9955 4.3901 1.2346
C: -2.3575 4.1400 0.0081
C: -1.6843 2.9464 -0.0269
N: -1.5331 2.0645 0.9028
H: -0.4284 -2.9722 6.8619
H: 1.3681 -2.6511 5.1804
H: 1.1609 -0.8781 3.4745
H: -2.6055 0.2923 5.1146
H: -2.3977 -1.4737 6.8401
H: -3.2097 3.7583 3.2770
H: -3.6300 5.2614 1.3468
H: -2.3860 4.8324 -0.8180
H: -0.4209 1.9933 -1.8903
C: 2.5105 1.4706 -4.4186
Si: 0.6738 1.5707 -4.0929
C: 0.0150 3.2364 -4.6282
C: -0.1932 0.2174 -5.0602
C: 0.3658 1.3319 -2.2605
H: 2.7355 1.5148 -5.4869
H: 2.9152 0.5351 -4.0244
H: 3.0433 2.2865 -3.9242
H: 0.2904 3.4646 -5.6601
H: 0.4127 4.0309 -3.9926
H: -1.0746 3.2662 -4.5561
H: -0.0856 0.3668 -6.1369
H: -1.2615 0.1880 -4.8318
H: 0.2308 -0.7603 -4.8169
H: 0.0815 0.3047 -2.0289
H: 1.2800 1.5642 -1.7170
N: -5.2893 -2.9314 -1.6396
C: -4.2232 -2.1729 -1.2431
C: -2.9934 -2.2422 -1.9054
C: -1.9400 -1.4843 -1.4413
N: -2.0126 -0.6787 -0.3814
C: -3.1903 -0.6070 0.2421
C: -4.3079 -1.3175 -0.1404
H: -5.2533 -3.4009 -2.5258
H: -6.2019 -2.7194 -1.2798
H: -2.8666 -2.8782 -2.7721
H: -0.9830 -1.5285 -1.9492
H: -3.2397 0.0636 1.0941
H: -5.2370 -1.2059 0.4036

The value obtained for the frontier orbital gap (alpha / beta) is 6.1 / 7.6 eV. Its spin multiplicity is 1. As for the calculated total energy: -62284.414 eV. As for the maximum force: 0.7 eV/Å.